1.
44
Properties=species:S:1:pos:R:3:forces:R:3:lowdin_charge:R:1 method="wB97M-V/def2-TZVPD" relative_energy_kcal_mol=18.3 lumo_ha=0.0182 total_energy_ev=-41980.034 homo_ev=-9.208 orbital_gap_ha=0.357 smiles="CCOC(=O)C[C@@H]1C(=O)NCCN1S(=O)(=O)c1ccc(OC)cc1"
S 0.70660 0.77702 -1.45353 -0.2890 0.3094 0.4303 0.707
O 2.85834 -2.71170 -0.92284 0.0593 -0.0012 -0.1155 0.129
O 0.90225 -2.47318 0.14162 -0.4202 -0.0270 0.2752 -0.035
O 0.99680 -0.51022 -2.00385 0.1292 -0.2269 0.1437 -0.244
O 4.92077 0.55775 1.20206 0.1524 -0.3075 0.0254 0.074
O -4.87561 0.94796 0.44791 0.1669 0.1895 -0.2285 -0.072
O 0.94707 1.93140 -2.27812 -0.2276 0.0645 0.0823 -0.278
N 1.53500 0.90922 0.01067 -0.6913 -0.1792 -0.9948 -0.187
N 3.86044 2.40193 0.50277 0.2350 0.3978 0.0594 0.086
C 2.68281 -1.09427 0.84650 0.2373 0.0368 -0.2498 -0.011
C -3.58188 0.85346 0.06587 0.1873 0.0933 -0.1602 -0.265
C 1.47685 2.24382 0.55146 0.0459 0.7111 0.0877 -0.170
C -0.97580 0.82880 -0.86306 0.6268 0.0296 -0.1498 -0.281
C -5.36470 0.06623 1.43370 -0.0912 -0.1539 0.1781 -0.078
C -3.17577 1.75113 -0.92887 -0.1114 -0.1283 0.1249 0.016
C 0.31313 -3.40137 -0.77694 -0.0402 -0.3808 -0.3477 -0.216
C 2.81945 0.23216 0.07769 0.3311 -0.9117 0.0155 -0.207
C -1.08957 -3.73944 -0.30828 0.4241 0.2366 0.0284 -0.055
C -2.66038 -0.05427 0.58896 -0.1922 -0.0243 0.0779 0.001
C 2.66288 3.06377 0.04353 -0.4725 -0.0578 -0.1570 -0.145
C -1.35774 -0.06101 0.12001 -0.0474 -0.0056 0.0023 -0.049
C 3.96088 1.06858 0.66625 -0.0421 0.1827 0.0234 -0.442
C 2.18371 -2.17509 -0.08807 0.3790 0.0487 0.3353 -0.521
C -1.87747 1.73712 -1.39120 -0.0001 0.0678 -0.0717 -0.045
H -4.84088 0.19803 2.38515 -0.0060 -0.0101 -0.0432 0.097
H -1.72239 -2.85669 -0.33946 -0.1404 0.0460 0.0019 0.057
H -1.51239 -4.49928 -0.95931 -0.0678 -0.0619 -0.0591 0.079
H 2.63716 4.08171 0.43615 0.0069 -0.0763 -0.0073 0.128
H 0.94494 -4.29527 -0.81965 -0.1020 0.1566 -0.0404 0.127
H 1.50307 2.18613 1.64544 -0.0676 0.0567 -0.0857 0.140
H 4.63647 2.95176 0.84070 -0.0257 -0.1634 -0.0096 0.152
H 2.61821 3.09741 -1.05150 -0.0016 0.1495 0.1934 0.113
H 0.53138 2.68425 0.23375 0.0278 0.1402 0.2034 0.119
H -1.06363 -4.12122 0.70953 -0.0522 -0.0700 0.0909 0.080
H 3.13995 -0.00849 -0.94688 0.1705 0.0119 0.1770 0.167
H 3.67795 -1.36718 1.20509 -0.1558 -0.0891 -0.0553 0.129
H -1.54268 2.41738 -2.15810 -0.0362 0.1324 -0.0897 0.117
H -3.90359 2.44369 -1.31985 -0.0681 0.0902 -0.0577 0.123
H 0.30789 -2.93053 -1.76515 0.0344 -0.1257 0.1097 0.121
H 1.99765 -0.96684 1.68367 0.0532 0.0486 0.0134 0.133
H -5.28587 -0.97676 1.11310 0.0139 0.0401 0.0100 0.098
H -6.41425 0.32505 1.56194 0.0812 -0.0572 0.0251 0.095
H -0.63052 -0.75746 0.50467 0.0253 -0.1239 0.1412 0.103
H -2.94651 -0.75552 1.35649 -0.0390 -0.0579 0.0674 0.108

***

2.
44
Properties=species:S:1:pos:R:3:forces:R:3:lowdin_charge:R:1 method="wB97M-V/def2-TZVPD" relative_energy_kcal_mol=17.0 lumo_ha=0.0219 total_energy_ev=-41980.092 homo_ev=-9.066 orbital_gap_ha=0.355 smiles="CCOC(=O)C[C@@H]1C(=O)NCCN1S(=O)(=O)c1ccc(OC)cc1"
S 0.75576 2.39715 0.78001 -0.0155 -0.2634 -0.2945 0.696
O -4.10572 1.74549 -0.18141 -0.1480 0.1038 0.3771 0.081
O 5.36998 -1.15301 -0.17703 -0.0450 0.3418 -0.0129 -0.074
O 0.43926 2.38548 2.17843 -0.1556 -0.1574 0.0627 -0.272
O 1.01864 3.66979 0.16612 0.1463 -0.1573 -0.1477 -0.277
O -3.24772 -1.19929 1.45809 -0.3493 0.1078 0.1621 0.011
O -1.19582 -1.19808 0.56345 0.0783 -0.1944 -0.0901 0.091
N -0.48884 1.60367 -0.03377 1.0268 0.3651 0.4964 -0.200
N -2.62687 0.94097 -1.65408 -0.1149 -0.1941 -0.4186 0.100
C -2.01693 0.77583 1.69360 -0.1425 0.0322 -0.0834 -0.011
C 4.26094 -0.40799 0.04255 -0.1076 0.2141 0.0031 -0.267
C -1.27645 0.66938 -2.08582 0.5154 -0.0074 0.1537 -0.143
C 3.00122 -0.92389 0.34541 0.1832 -0.1525 -0.0085 0.005
C -3.50481 -2.50825 0.94680 0.0847 -0.4450 -0.3090 -0.205
C -3.98639 -2.44312 -0.49575 0.1437 0.1365 0.3508 -0.058
C 4.43174 0.97769 -0.05756 0.0115 -0.1785 0.0485 0.014
C 1.93430 -0.06647 0.55617 0.0152 -0.0074 0.0285 -0.038
C 2.12292 1.29731 0.45795 -0.5711 0.3244 0.0228 -0.286
C 5.28053 -2.55606 -0.07382 -0.0118 -0.2425 0.0134 -0.081
C -2.07611 -0.63963 1.17276 0.1113 0.1767 0.2613 -0.481
C -0.37281 1.72567 -1.46431 0.0031 -0.0779 -0.6686 -0.176
C 3.36557 1.82568 0.15101 0.0581 0.0919 -0.0523 -0.045
C -2.95484 1.49764 -0.47286 0.0463 0.2017 -0.2547 -0.459
C -1.81823 1.75919 0.51825 -0.3750 0.1705 0.8793 -0.204
H 5.41228 1.35648 -0.29706 0.1033 0.0658 -0.0277 0.122
H -4.29228 -3.43164 -0.82622 -0.0396 -0.1064 -0.0622 0.077
H -2.95433 1.00606 2.19823 0.1044 0.0269 -0.0092 0.136
H 6.28383 -2.92832 -0.27389 -0.0978 -0.0179 0.0218 0.094
H -1.95543 2.77707 0.91127 -0.1978 -0.1762 -0.1341 0.166
H -3.39646 0.73206 -2.27360 -0.0045 0.0552 0.1667 0.155
H 0.67321 1.55321 -1.72183 -0.0722 -0.0244 -0.1942 0.126
H -1.17490 0.89989 2.37542 -0.1533 -0.1198 -0.0306 0.115
H 4.97298 -2.86507 0.92953 -0.0028 0.0175 -0.0386 0.098
H 2.83866 -1.98681 0.42072 0.0042 -0.1033 0.0000 0.107
H -0.66035 2.72931 -1.81017 0.0688 -0.1107 -0.0333 0.137
H 0.95227 -0.45515 0.77408 -0.1364 -0.1381 0.0081 0.096
H 4.58725 -2.96933 -0.81261 0.0150 0.0216 0.0356 0.096
H -0.95324 -0.31922 -1.73771 0.0189 0.0911 -0.1622 0.113
H 3.47147 2.89608 0.07614 0.1105 0.1273 -0.0530 0.117
H -4.83048 -1.76196 -0.57122 -0.1035 0.0289 -0.0429 0.082
H -4.27571 -2.92088 1.59989 0.1260 0.0565 -0.0400 0.124
H -3.18602 -2.08657 -1.13968 0.0481 0.0080 -0.0784 0.064
H -1.23128 0.70659 -3.17583 0.0031 0.0502 0.0947 0.128
H -2.59081 -3.10695 1.02036 -0.1818 0.0589 0.0600 0.121

***

3.
50
Properties=species:S:1:pos:R:3:forces:R:3:lowdin_charge:R:1 method="wB97M-V/def2-TZVPD" relative_energy_kcal_mol=0.0 s2=3.759 lumo_ha="0.0934 / 0.0934" spin_multiplicity=4 total_energy_ev=-92953.372 homo_ev="-4.284 / -5.490" charge=-1 orbital_gap_ha="0.251 / 0.295"
V 0.49361 0.17635 -0.31664 -0.3275 0.2977 0.4959 0.759
S -0.34087 2.23308 -2.09901 -0.0654 0.0566 0.1287 0.599
P 0.14789 -2.85024 -1.10582 -0.1826 -0.0359 -0.2373 0.484
P 2.87481 -1.84742 -0.88746 0.1715 0.0477 -0.1561 0.352
O 2.93493 -2.71032 0.32495 -0.0312 -0.0566 0.0010 -0.281
O 4.29095 -1.87485 -1.65670 -0.0761 0.1560 0.0678 -0.117
O 1.44822 -1.90076 -3.22320 0.0165 -0.0439 -0.0673 -0.044
O 0.49855 -3.60916 0.20391 0.1048 -0.0732 0.0276 -0.111
O -3.12205 2.20066 0.28064 -0.0258 0.0023 0.1068 0.072
O 2.44077 -0.39643 -0.80997 -0.1137 -0.2813 -0.0848 -0.374
O 0.02563 1.07074 -2.89600 0.0778 -0.0815 -0.0131 -0.324
O -0.80490 -3.87179 -1.88150 -0.0352 0.1537 0.0817 -0.092
O 0.76136 3.09982 -1.75997 -0.0014 0.0629 -0.0785 -0.297
O -0.53736 -1.52299 -0.99527 0.1825 -0.1381 -0.0589 -0.335
N -1.13971 1.70479 -0.81188 0.2251 0.0871 0.1865 -0.131
C 1.75300 -0.85680 4.97222 0.0061 0.0007 -0.0058 -0.070
C 0.39378 -0.36086 4.46143 -0.0022 0.0225 -0.0445 -0.653
C -2.34417 2.33341 -0.63663 0.1001 -0.1879 -0.3271 -0.503
C 0.05520 0.97920 5.12970 0.0051 -0.0083 -0.0191 -0.072
C -1.64854 3.21010 -2.78169 0.0393 -0.0826 -0.0167 -0.214
C 0.47879 -0.05679 1.78733 -0.0005 0.0676 -0.3177 -0.072
C 2.23137 -4.03097 -2.50786 0.0213 -0.0375 0.0202 -0.066
C -2.65451 3.21306 -1.83881 -0.0028 -0.0359 0.1008 -0.131
C 0.44546 -0.18525 2.99924 0.0218 -0.0258 -0.0111 -0.182
C -0.68881 -1.38948 4.81518 -0.0036 -0.0053 -0.0119 -0.070
C 1.70311 -2.67968 -2.06077 -0.1202 0.2113 0.2393 -0.595
C -3.79974 3.95513 -2.04738 -0.0868 0.0616 -0.0199 -0.007
C -2.88395 4.67731 -4.16770 0.0124 -0.0172 0.0168 -0.083
C -3.90910 4.68784 -3.22440 0.0285 -0.0468 0.0546 -0.075
C -1.72734 3.93689 -3.95184 0.0416 -0.0081 -0.0618 -0.040
H 4.42147 -1.01715 -2.08107 0.0374 -0.0586 -0.0209 0.080
H 1.43150 -3.33400 0.49909 -0.0212 0.0087 0.0268 0.055
H 2.53367 -0.13334 4.73292 0.0016 -0.0089 0.0064 0.080
H -2.98566 5.25288 -5.07891 -0.0102 0.0056 0.0045 0.099
H 1.50224 -4.51968 -3.15426 0.0081 -0.0027 -0.0066 0.081
H 1.72652 -1.00195 6.05718 -0.0032 0.0038 -0.0070 0.073
H -0.46871 -2.34839 4.34401 -0.0030 0.0025 0.0045 0.080
H 2.43208 -4.66511 -1.64493 0.0017 -0.0125 -0.0174 0.088
H -0.74246 -1.53261 5.89926 0.0035 0.0037 -0.0041 0.073
H -4.79982 5.27430 -3.41138 0.0029 0.0026 -0.0091 0.099
H -0.90575 1.34813 4.76920 0.0037 0.0048 0.0105 0.082
H 3.16005 -3.88411 -3.05839 -0.0055 0.0034 -0.0046 0.083
H 2.01513 -1.80210 4.49538 0.0016 0.0045 0.0063 0.081
H -1.66163 -1.05225 4.45529 0.0007 -0.0077 0.0051 0.082
H 0.81440 1.72442 4.88797 -0.0068 0.0020 0.0089 0.079
H -1.52311 -3.37626 -2.29688 0.0285 -0.0449 -0.0129 0.093
H 0.00664 0.86503 6.21746 0.0012 -0.0039 -0.0070 0.073
H -0.92143 3.92754 -4.67388 -0.0059 0.0061 0.0053 0.118
H -4.57973 3.94611 -1.29668 -0.0023 0.0138 -0.0194 0.119
H 1.16825 -1.00606 -2.97549 -0.0120 0.0159 0.0343 0.056

***

4.
41
Properties=species:S:1:pos:R:3:forces:R:3:lowdin_charge:R:1 method="wB97M-V/def2-TZVPD" s2=0.753 lumo_ha="0.1947 / 0.1942" spin_multiplicity=2 total_energy_ev=-57084.346 homo_ev="1.428 / -0.220" charge=-2 orbital_gap_ha="0.142 / 0.202"
Yb -1.20207 0.22522 0.31020 1.9438 -0.5724 -1.2111 1.367
O -4.87280 0.75368 1.68989 0.3683 0.3469 -0.0879 0.022
O -3.24513 -0.61217 1.09621 -1.4233 2.2486 0.5920 -0.169
O -2.82237 1.55811 1.30463 -2.6052 -1.4332 0.5280 -0.159
O -1.08986 2.18121 -1.09068 -1.5349 -1.3514 0.8278 -0.360
N -3.71538 0.59218 1.37738 2.3871 -0.9492 -0.3315 -0.526
C -0.10641 2.88479 -1.43078 1.7250 1.2111 -1.1182 -0.374
C 1.33126 0.04859 2.16158 -0.4548 -0.8200 -0.0356 -0.226
C 0.85687 -2.11898 1.53084 0.1104 0.4977 0.4212 -0.216
C -0.69787 -2.44046 -1.39088 0.0633 -0.2239 0.0747 -0.235
C 3.90166 1.90192 -1.22077 -1.6795 0.0785 -0.4749 -0.418
C -0.00901 -0.56979 -2.52750 -0.3402 -0.4003 0.0152 -0.209
C 3.01424 2.72356 -1.81683 -0.0170 0.2255 0.7067 -0.004
C 0.18220 -0.39156 2.89933 0.4530 -0.2746 -0.6704 -0.255
C -1.42865 -0.53586 -2.43719 0.0983 -0.2507 -0.2470 -0.263
C 1.74158 -1.02801 1.31684 -0.5425 -0.0004 0.7678 -0.207
C -1.85441 -1.69842 -1.73269 0.1403 0.2790 -0.2492 -0.261
C 0.43553 -1.74926 -1.87619 -0.2442 0.0716 -0.3313 -0.216
C -0.10764 -1.73273 2.50198 0.5856 0.4725 -0.2821 -0.224
C 4.08078 0.53614 -1.83848 0.2879 -0.1907 -0.4485 -0.089
C 4.39450 2.17838 0.16863 0.1729 0.1667 0.7433 -0.094
H 0.92845 -3.09427 1.05296 -0.1155 0.3104 0.0317 0.067
H 4.32562 1.29426 0.84259 -0.0046 0.3864 -0.5848 0.077
H -0.89619 -2.36054 2.90239 -0.0006 0.1138 -0.1143 0.066
H 5.43564 2.52959 0.19697 -0.0095 -0.1810 -0.0524 0.058
H 0.30836 2.95250 -2.46495 -0.5353 -0.2439 0.3146 -0.003
H 5.13728 0.29427 -2.04551 -0.1718 0.0268 0.1536 0.064
H 3.54441 0.50495 -2.80287 0.2447 -0.0253 0.3895 0.070
H 2.66578 3.67325 -1.35766 0.4455 -0.7185 -0.2957 0.056
H -2.07818 0.20589 -2.90647 0.2445 -0.1624 0.3209 0.075
H 1.47005 -2.09259 -1.82412 -0.2785 0.1576 0.1698 0.066
H 2.64070 -1.05124 0.71082 -0.2264 0.0897 -0.1201 0.050
H -0.32393 0.16583 3.67442 -0.0888 0.0681 -0.0124 0.059
H -2.88935 -1.98906 -1.55628 0.2520 0.0854 0.0673 0.068
H 3.78802 2.97141 0.64305 0.2183 -0.3077 -0.2758 0.073
H -0.68758 -3.40129 -0.86277 -0.0034 0.5012 -0.1337 0.067
H 1.86895 0.97837 2.30599 -0.1390 0.0354 -0.0934 0.055
H 0.61573 0.12142 -3.09763 -0.2146 -0.0562 0.4087 0.066
H 2.44285 2.41469 -2.69406 0.4617 0.1256 0.0912 0.042
H 0.49357 3.41174 -0.70305 0.3071 0.3031 0.5183 -0.020
H 3.66168 -0.27728 -1.22520 0.1200 0.3602 0.0282 0.060

***

5.
42
Properties=species:S:1:pos:R:3:forces:R:3:lowdin_charge:R:1 method="wB97M-V/def2-TZVPD" relative_energy_kcal_mol=3.0 lumo_ha=-0.0106 total_energy_ev=-36896.640 homo_ev=-8.338 orbital_gap_ha=0.296 smiles="CCOP(=O)(OCC)/C(C#N)=C/c1cc(OC)ccc1OC"
P -0.43355 2.40230 -0.90896 0.6867 0.4029 0.0123 0.525
O 0.42840 2.53575 -2.23901 -0.5886 0.0880 0.5507 -0.179
O -1.84814 2.65819 -1.15679 -0.3724 -0.2214 0.0204 -0.237
O 0.26284 3.43002 0.11590 0.0479 -0.8856 -0.9176 -0.219
O 1.37429 -1.72595 -0.48789 -0.4852 -0.1728 -0.0822 -0.122
O -3.36201 -4.02935 1.16989 0.0087 0.2875 -0.0919 -0.084
N 2.11231 0.67037 1.07481 0.2049 0.0333 0.1112 0.208
C -0.98882 -0.21607 -0.43399 0.1349 0.3040 0.0336 0.014
C -0.94755 -4.24927 0.86336 -0.3650 0.0106 0.0557 -0.005
C 0.23551 -3.65727 0.44848 0.2804 0.2048 -0.0782 -0.002
C 0.26709 -2.34545 -0.00070 -0.1044 -0.0368 -0.0562 -0.217
C -0.53046 4.14247 1.05606 -0.4587 0.4707 0.5636 -0.275
C 2.61894 -2.37598 -0.38961 0.2309 -0.0730 0.0362 -0.075
C -3.44393 -5.35617 1.63078 -0.0157 -0.1804 0.0648 -0.090
C -2.12013 -2.22792 0.35192 0.1200 -0.1524 0.0596 0.063
C 1.79384 2.16471 -2.38517 0.6738 -0.0706 -0.1409 -0.263
C 2.73848 3.08871 -1.63727 -0.2565 -0.1267 -0.0602 -0.073
C -0.06370 0.73820 -0.24263 -1.0708 0.8694 -0.8249 -0.211
C 1.13704 0.63695 0.46730 0.7496 -0.1591 0.6382 -0.252
C -0.24472 5.62953 0.93161 0.0224 -0.4176 -0.0669 -0.066
C -0.93532 -1.60495 -0.02214 0.2402 -0.4850 0.1140 -0.124
C -2.14259 -3.54200 0.80909 0.1505 0.0487 -0.0480 -0.272
H 2.59912 2.98060 -0.56524 0.1115 0.0443 0.0683 0.053
H -0.81845 6.17682 1.67441 -0.0513 0.0885 0.0758 0.076
H -1.58855 3.94017 0.86224 0.1319 0.0175 0.0977 0.108
H -0.52241 5.97498 -0.06076 -0.0363 0.0832 -0.0711 0.080
H 2.54319 4.12144 -1.91438 0.0322 0.1099 -0.0193 0.082
H -3.04774 -1.67848 0.32135 -0.1383 0.0835 -0.0274 0.134
H -0.91631 -5.26809 1.21491 -0.0397 -0.0917 0.0299 0.106
H -1.90492 0.10748 -0.91504 -0.0643 0.0407 -0.0180 0.125
H 1.93399 1.13053 -2.05112 -0.0536 0.0247 -0.1297 0.106
H 3.35094 -1.65826 -0.75570 -0.0070 -0.0818 0.0414 0.094
H -3.11562 -6.06880 0.86716 0.0038 0.0239 0.0288 0.096
H 1.13981 -4.24333 0.48416 0.0956 -0.0203 -0.0251 0.107
H 3.76613 2.83855 -1.88870 0.1024 -0.0308 -0.0208 0.080
H 1.97479 2.21581 -3.46357 -0.0089 -0.1029 0.1967 0.123
H 0.81433 5.82008 1.08571 0.0863 0.0696 0.0332 0.076
H 2.85493 -2.62821 0.64785 -0.0109 0.0057 -0.0256 0.101
H -0.26849 3.77929 2.05587 -0.0474 0.0067 -0.1283 0.122
H -2.85643 -5.50276 2.54298 -0.0067 0.0014 -0.0379 0.096
H 2.65042 -3.27882 -1.00816 -0.0230 0.0324 0.0368 0.097
H -4.49655 -5.52580 1.85098 0.0901 -0.0430 0.0013 0.094